{
  "formula": "C21H22N4O6S",
  "method": "ωB97M-V/def2-TZVPD",
  "smiles": "COc1ccc(NC(=O)COc2ncnc3ccccc23)cc1S(=O)(=O)N1CCOCC1",
  "relative_energy_kcal_mol": 87.28,
  "total_energy_ev": -51214.158,
  "molar_mass_g_mol": 458.50,
  "symbols": ["C", "H", "H", "H", "O", "C", "C", "C", "C", "C", "C", "H", "H", "N", "C", "O", "C", "H", "H", "O", "C", "N", "C", "N", "C", "C", "C", "C", "C", "C", "H", "H", "H", "H", "H", "H", "H", "S", "O", "O", "N", "C", "H", "C", "H", "O", "C", "H", "C", "H", "H", "H", "H", "H"],
  "positions_angstrom": [[5.140, -3.445, -0.221], [5.263, -4.495, 0.036], [5.702, -2.828, 0.487], [5.512, -3.273, -1.236], [3.754, -3.197, -0.131], [3.295, -1.960, -0.396], [1.914, -1.793, -0.280], [1.318, -0.576, -0.506], [2.093, 0.524, -0.873], [3.470, 0.369, -1.003], [4.065, -0.857, -0.765], [5.134, -0.943, -0.868], [4.071, 1.215, -1.290], [1.438, 1.738, -1.095], [1.948, 2.923, -1.508], [3.105, 3.150, -1.774], [0.879, 4.016, -1.642], [0.779, 4.268, -2.703], [1.208, 4.903, -1.092], [-0.393, 3.596, -1.173], [-0.874, 4.167, -0.059], [-0.228, 5.148, 0.518], [-0.774, 5.678, 1.624], [-1.876, 5.320, 2.201], [-2.567, 4.300, 1.637], [-3.767, 3.857, 2.224], [-4.463, 2.823, 1.658], [-3.999, 2.193, 0.493], [-2.836, 2.602, -0.103], [-2.103, 3.660, 0.459], [-2.473, 2.134, -1.006], [-4.569, 1.380, 0.068], [-5.383, 2.482, 2.108], [-4.109, 4.355, 3.117], [-0.216, 6.492, 2.068], [0.437, 1.720, -0.942], [0.249, -0.490, -0.389], [0.973, -3.249, 0.186], [1.132, -4.242, -0.837], [1.283, -3.591, 1.541], [-0.600, -2.627, 0.147], [-1.411, -2.878, 1.323], [-0.760, -2.795, 2.192], [-2.038, -4.272, 1.257], [-2.737, -4.428, 2.080], [-2.784, -4.435, 0.070], [-1.967, -4.270, -1.069], [-2.620, -4.406, -1.933], [-1.320, -2.882, -1.087], [-0.608, -2.811, -1.909], [-2.090, -2.110, -1.193], [-1.170, -5.026, -1.080], [-1.233, -5.021, 1.305], [-2.193, -2.113, 1.364]],
  "atomic_forces_ev_per_a": [[0.157, -0.043, -0.003], [0.043, 0.080, -0.026], [-0.033, -0.012, -0.036], [-0.027, 0.009, 0.041], [0.082, 0.016, -0.007], [0.156, 0.254, -0.107], [-0.180, -0.628, 0.153], [0.136, 0.273, -0.094], [0.423, -0.413, 0.021], [-0.178, 0.207, -0.023], [-0.097, -0.498, 0.141], [0.097, -0.053, 0.004], [0.018, 0.007, -0.002], [-0.577, -0.026, 0.109], [-0.642, 0.095, 0.116], [0.229, 0.149, -0.109], [0.653, 0.389, -0.236], [0.004, -0.073, 0.155], [0.033, -0.245, -0.189], [-0.289, -0.160, -0.046], [0.006, 0.541, 0.651], [0.063, -0.639, -0.834], [-0.157, 0.118, 0.311], [-0.076, 0.382, 0.499], [0.188, -0.380, -0.606], [-0.095, -0.129, -0.070], [0.027, 0.178, 0.183], [0.146, -0.106, -0.245], [-0.070, -0.088, -0.041], [-0.003, 0.234, 0.288], [-0.018, -0.063, -0.074], [-0.027, -0.059, -0.054], [-0.069, -0.008, 0.056], [-0.030, 0.055, 0.099], [0.025, 0.067, 0.061], [0.250, 0.116, -0.051], [-0.127, 0.049, 0.015], [-0.401, 0.613, -0.096], [-0.050, 0.173, -0.118], [-0.089, 0.157, 0.133], [1.077, -0.383, 0.071], [-0.160, -0.339, 0.487], [-0.225, 0.041, 0.114], [0.104, 0.234, 0.206], [0.119, -0.005, 0.016], [-0.199, 0.051, -0.006], [0.137, 0.132, -0.230], [0.108, 0.011, -0.007], [-0.192, -0.315, -0.439], [-0.190, 0.053, -0.170], [0.078, -0.023, -0.023], [-0.136, 0.041, -0.037], [-0.091, -0.001, 0.044], [0.072, -0.035, 0.003]]
}

{
  "formula": "C21H22O10",
  "method": "ωB97M-V/def2-TZVPD",
  "smiles": "O=C1c2c(O)cccc2[C@@H](O[C@@H]2O[C@H](CO)[C@H](O)[C@@H](O)[C@H]2O)c2cc(CO)cc(O)c21",
  "total_energy_ev": -42609.327,
  "molar_mass_g_mol": 434.40,
  "symbols": ["O", "C", "C", "C", "C", "C", "C", "C", "O", "H", "H", "C", "O", "H", "H", "H", "H", "C", "C", "C", "C", "C", "C", "C", "O", "H", "H", "H", "H", "H", "O", "C", "O", "C", "C", "O", "H", "H", "H", "C", "O", "H", "C", "O", "H", "C", "O", "H", "H", "H", "H", "H", "H"],
  "positions_angstrom": [[-3.414, -0.939, 1.494], [-2.671, -0.531, 0.579], [-1.643, -1.397, 0.008], [-0.739, -0.918, -0.953], [0.156, -1.773, -1.561], [0.206, -3.120, -1.206], [-0.658, -3.601, -0.241], [-1.591, -2.763, 0.374], [-2.396, -3.295, 1.290], [-2.979, -2.579, 1.643], [-0.639, -4.636, 0.064], [1.266, -4.026, -1.782], [2.373, -4.132, -0.910], [2.070, -4.489, -0.068], [1.665, -3.612, -2.709], [0.842, -5.020, -1.987], [0.852, -1.394, -2.293], [-0.662, 0.561, -1.219], [-1.949, 1.293, -0.956], [-2.169, 2.515, -1.556], [-3.310, 3.249, -1.247], [-4.216, 2.775, -0.328], [-4.007, 1.548, 0.309], [-2.862, 0.784, -0.020], [-4.909, 1.146, 1.201], [-4.609, 0.285, 1.580], [-5.100, 3.335, -0.065], [-3.478, 4.201, -1.726], [-1.449, 2.904, -2.259], [-0.327, 0.741, -2.250], [0.296, 1.165, -0.324], [1.627, 1.236, -0.747], [2.313, 0.013, -0.671], [2.812, -0.412, 0.598], [1.710, -0.841, 1.587], [0.965, 0.215, 2.142], [0.456, 0.635, 1.425], [2.193, -1.346, 2.426], [1.055, -1.555, 1.075], [3.794, 0.635, 1.203], [3.583, 0.896, 2.559], [2.630, 0.985, 2.725], [3.759, 1.933, 0.366], [4.482, 1.817, -0.839], [4.186, 1.017, -1.294], [2.317, 2.366, 0.056], [2.309, 3.563, -0.670], [3.098, 3.564, -1.233], [1.755, 2.546, 0.977], [4.255, 2.725, 0.936], [4.819, 0.249, 1.140], [3.355, -1.326, 0.335], [1.655, 1.490, -1.820]],
  "atomic_forces_ev_per_a": [[0.039, 0.028, -0.075], [-0.002, 0.007, -0.094], [0.142, -0.425, 0.092], [0.043, -0.192, -0.038], [-0.193, 0.043, -0.020], [-0.076, 0.063, 0.038], [-0.078, 0.054, 0.029], [0.211, 0.301, -0.137], [-0.256, -0.007, 0.204], [0.209, -0.130, -0.147], [-0.017, -0.165, 0.010], [-0.266, -0.108, -0.153], [0.332, -0.010, 0.289], [0.017, 0.019, -0.048], [-0.116, -0.057, 0.030], [0.036, 0.148, -0.051], [0.093, 0.066, -0.064], [-0.002, 0.045, -0.094], [-0.069, 0.114, -0.059], [0.148, -0.194, -0.041], [-0.031, -0.137, 0.117], [-0.089, -0.072, 0.134], [0.373, -0.020, -0.207], [-0.316, 0.294, 0.109], [-0.145, -0.184, 0.218], [0.003, 0.241, -0.155], [-0.104, 0.063, 0.017], [-0.036, 0.092, -0.035], [0.110, 0.033, -0.082], [-0.054, -0.017, 0.152], [-0.295, 0.043, 0.084], [0.472, 0.419, -0.269], [-0.083, 0.053, -0.159], [-0.024, -0.328, 0.591], [0.386, -0.392, -0.461], [-0.248, 0.490, 0.119], [0.052, -0.107, 0.116], [-0.020, -0.023, -0.125], [0.052, -0.017, 0.058], [0.202, 0.163, -0.616], [-0.194, 0.119, 0.509], [0.084, -0.003, -0.072], [-0.431, -0.032, 0.602], [0.279, -0.070, -0.483], [-0.022, 0.054, 0.033], [0.333, -0.530, 0.085], [-0.020, 0.404, -0.280], [-0.113, -0.068, 0.062], [0.110, -0.075, -0.034], [-0.121, -0.150, -0.009], [-0.172, 0.064, -0.090], [-0.067, 0.094, 0.140], [-0.064, -0.001, 0.260]]
}

{
  "formula": "C21H23AsBiNO7SSi",
  "method": "ωB97M-V/def2-TZVPD",
  "total_energy_ev": -123362.695,
  "molar_mass_g_mol": 745.47,
  "symbols": ["Bi", "O", "As", "O", "O", "C", "C", "C", "C", "C", "C", "S", "O", "O", "O", "H", "H", "H", "H", "H", "C", "Si", "C", "C", "N", "C", "C", "C", "C", "C", "C", "O", "C", "C", "C", "C", "C", "C", "H", "H", "H", "H", "H", "H", "H", "H", "H", "H", "H", "H", "H", "H", "H", "H", "H", "H"],
  "positions_angstrom": [[0.562, 0.019, -0.569], [0.023, 1.532, -2.927], [-0.539, -0.023, -3.770], [-1.940, 0.081, -4.732], [-0.787, -0.917, -2.238], [1.292, -0.587, -4.386], [1.780, 0.407, -5.248], [3.095, 0.499, -5.534], [4.004, -0.341, -4.846], [3.550, -1.250, -3.897], [2.159, -1.491, -3.732], [2.413, -2.367, -1.133], [1.741, -2.449, -2.925], [3.013, -1.028, -1.001], [1.021, -2.398, -0.551], [-0.450, 2.340, -3.203], [1.046, 0.898, -5.897], [3.450, 1.223, -6.325], [5.108, -0.397, -5.004], [4.219, -1.874, -3.344], [2.643, 2.028, 1.270], [1.692, 1.144, 2.640], [0.729, 2.300, 3.772], [3.050, 0.398, 3.663], [0.647, 0.045, 1.752], [-0.275, -0.635, 2.503], [-0.118, -0.905, 3.892], [-1.156, -1.443, 4.614], [-2.349, -1.765, 4.014], [-2.550, -1.481, 2.628], [-1.528, -0.936, 1.931], [-1.632, -0.821, 0.500], [-2.928, -0.351, 0.099], [-3.493, -1.099, -0.930], [-4.690, -0.631, -1.459], [-5.369, 0.432, -0.834], [-4.786, 1.089, 0.201], [-3.517, 0.774, 0.643], [3.239, 2.849, 1.673], [2.022, 2.538, 0.508], [3.389, 1.345, 0.763], [-0.304, 2.007, 3.786], [0.782, 3.333, 3.400], [1.134, 2.331, 4.766], [3.746, 1.224, 3.894], [3.666, -0.204, 2.980], [2.900, -0.097, 4.639], [0.833, -0.738, 4.334], [-1.049, -1.574, 5.702], [-3.172, -2.227, 4.606], [-3.472, -1.743, 2.117], [-2.960, -1.962, -1.353], [-5.173, -1.135, -2.274], [-6.340, 0.756, -1.221], [-5.392, 1.859, 0.665], [-2.978, 1.418, 1.378]],
  "atomic_forces_ev_per_a": [[-0.983, -1.470, 0.337], [-0.583, -0.055, -0.696], [-1.725, -1.776, 1.002], [3.103, 0.202, 1.669], [1.091, 1.818, -0.770], [-1.044, 0.778, 0.698], [-1.375, -1.061, -0.792], [2.550, 0.560, -1.029], [0.535, -0.326, 0.471], [-1.097, 0.174, -1.277], [0.495, 1.743, -0.226], [-1.206, -1.330, -1.099], [0.348, -0.161, 1.608], [-0.801, 0.291, -0.042], [0.951, 1.402, 0.307], [0.157, -0.581, 0.018], [0.270, 0.400, 0.554], [-0.353, -0.989, 1.066], [-1.066, 0.680, -0.153], [0.446, -0.281, 0.092], [0.506, -0.106, -0.612], [0.244, 0.255, -0.332], [0.345, 0.504, -1.061], [1.167, 0.007, 0.140], [0.603, 0.225, -1.013], [-0.910, -0.007, 0.796], [-0.428, 0.043, -1.798], [-0.137, -0.145, 1.114], [-1.603, -0.033, -0.869], [-0.427, -1.072, 1.916], [1.140, -0.362, -1.161], [-0.274, 1.203, 1.300], [0.944, -0.687, -0.803], [-0.151, 0.299, -0.338], [-0.447, 0.119, 0.844], [-0.152, -1.119, -1.601], [-0.538, 1.049, 0.727], [1.076, 0.260, 0.701], [0.075, -0.045, 0.201], [0.101, -0.378, 0.141], [-0.871, 0.593, 0.386], [-0.622, -0.093, 0.227], [-0.083, -0.201, -0.052], [0.109, -0.222, 0.534], [-0.319, 0.084, -0.010], [-0.209, -0.385, 0.358], [-0.213, -0.008, -0.693], [0.524, 0.235, 0.388], [0.048, -0.140, -0.635], [0.736, 0.475, -0.597], [0.073, 0.021, 0.220], [-0.259, 0.582, 0.310], [0.043, -0.195, -0.331], [0.337, -0.196, 0.228], [0.448, 0.260, 0.120], [-0.590, -0.838, -0.481]]
}

{
  "formula": "C21H23ClCoN4O4STe",
  "method": "ωB97M-V/def2-TZVPD",
  "s2": 3.76,
  "relative_energy_kcal_mol": 0.00,
  "charge": -2,
  "total_energy_ev": -104581.275,
  "molar_mass_g_mol": 649.49,
  "multiplicity": 4,
  "symbols": ["Co", "O", "C", "O", "C", "C", "C", "C", "C", "N", "C", "O", "O", "H", "H", "H", "C", "C", "C", "C", "C", "C", "Te", "C", "C", "C", "H", "H", "H", "H", "H", "H", "H", "H", "H", "H", "H", "Cl", "C", "H", "H", "C", "C", "C", "N", "N", "C", "N", "S", "H", "H", "H", "H", "H", "H", "H"],
  "positions_angstrom": [[-0.069, 0.073, -0.793], [3.688, -1.695, 0.467], [2.563, -1.385, 0.050], [1.736, -0.590, 0.584], [2.078, -1.989, -1.255], [2.821, -2.900, -1.984], [2.297, -3.397, -3.169], [1.031, -2.988, -3.563], [0.351, -2.073, -2.778], [0.878, -1.572, -1.662], [-1.064, -1.573, -3.082], [-1.676, -2.126, -4.008], [-1.455, -0.650, -2.319], [3.792, -3.192, -1.608], [2.865, -4.097, -3.771], [0.559, -3.359, -4.462], [-5.795, 1.115, 5.657], [-4.686, 0.846, 4.670], [-4.941, 0.425, 3.373], [-3.916, 0.136, 2.477], [-4.265, -0.309, 1.085], [-2.570, 0.244, 2.870], [-0.954, -0.477, 1.634], [-2.306, 0.732, 4.165], [-0.910, 0.973, 4.688], [-3.357, 1.014, 5.035], [-6.773, 0.961, 5.199], [-5.748, 2.143, 6.027], [-5.717, 0.451, 6.522], [-5.972, 0.300, 3.048], [-5.349, -0.336, 0.940], [-3.851, -1.299, 0.885], [-3.826, 0.369, 0.352], [-0.184, 0.931, 3.880], [-0.638, 0.209, 5.422], [-0.854, 1.951, 5.177], [-3.123, 1.364, 6.039], [-2.239, 2.630, -0.515], [-0.634, 2.028, -1.093], [0.077, 2.753, -0.683], [-0.669, 2.182, -2.177], [5.155, -0.534, -4.434], [4.487, 0.845, -4.509], [3.731, 1.137, -3.256], [2.492, 0.879, -3.061], [2.045, 1.141, -1.807], [2.961, 1.617, -1.017], [2.775, 2.010, 0.270], [4.525, 1.783, -1.819], [5.665, -0.780, -5.367], [4.400, -1.294, -4.231], [5.885, -0.558, -3.623], [3.783, 0.877, -5.341], [5.247, 1.614, -4.662], [2.039, 1.450, 0.712], [3.619, 1.995, 0.820]],
  "atomic_forces_ev_per_a": [[-0.200, 0.223, 0.172], [0.076, -0.088, -0.211], [-0.076, 0.436, 0.494], [0.303, -0.016, -0.371], [-0.162, -0.005, -0.091], [0.168, -0.080, -0.033], [-0.181, 0.153, 0.098], [0.172, -0.196, -0.168], [-0.170, 0.170, 0.228], [0.397, -0.641, -0.439], [-0.371, 0.226, 0.001], [0.189, -0.065, -0.052], [0.085, -0.078, -0.260], [-0.016, 0.034, 0.039], [-0.008, -0.029, -0.006], [-0.083, 0.053, 0.032], [0.101, 0.011, -0.076], [0.078, 0.016, 0.029], [-0.077, -0.020, 0.036], [0.032, -0.073, -0.125], [-0.071, -0.010, 0.069], [0.001, -0.003, -0.242], [-0.273, -0.174, 1.228], [0.064, 0.039, -0.001], [-0.076, -0.053, -0.074], [-0.105, -0.020, -0.024], [-0.007, 0.013, 0.006], [-0.056, -0.005, 0.025], [-0.041, 0.012, 0.018], [0.008, 0.023, -0.007], [0.012, 0.004, 0.016], [0.022, 0.018, -0.048], [0.059, -0.031, -0.068], [0.040, 0.019, 0.023], [0.049, -0.002, -0.010], [-0.014, -0.029, 0.035], [0.011, 0.024, -0.012], [-0.414, 0.072, 0.190], [0.419, 0.124, -0.341], [-0.005, -0.003, -0.027], [0.038, 0.050, 0.031], [-0.051, 0.082, -0.002], [0.063, -0.199, 0.018], [0.258, 0.287, 0.524], [0.040, -0.146, -0.417], [0.077, 0.107, 0.431], [0.517, 0.089, -0.583], [-0.251, -0.121, 0.075], [-0.556, -0.176, -0.131], [-0.008, 0.022, 0.001], [0.022, -0.031, -0.003], [-0.007, -0.048, 0.006], [-0.011, 0.038, 0.015], [-0.058, 0.041, -0.090], [0.039, 0.023, 0.008], [0.007, -0.069, 0.063]]
}